C2H2N2O as an isolated structure in a non-equilibrium geometry, computed with ωB97M-V with the def2-TZVPD basis set.

As for the multiplicity: 3. Its HOMO-LUMO gap (alpha / beta) is 6.9 / 7.4 eV. As for the expectation value of S²: 2.012. Its LUMO energy (alpha / beta) is 0.739 / -4.609 eV.

Each line ends with the Mulliken charge.
Atoms and positions in Å:
O: 1.29614 -2.21346 -0.14127  -0.2979
N: 3.48804 0.98901 -0.03664  -0.2402
N: 0.21297 -0.17164 0.08879  -0.3373
C: 2.71756 0.15085 0.09733  -0.0338
C: 1.15788 -1.08712 0.01463  0.4483
H: -0.74749 -0.28805 -0.20724  0.2367
H: 0.72325 0.74681 0.08867  0.2240